(1)
Entry from the Open Molecules 2025 dataset: a 5-piece molecular cluster, C9H28ClNO6P2S4 overall at a distorted geometry (wB97M-V/def2-TZVPD).

Each line ends with the natural charge from an NBO analysis.
Cartesian coordinates (Å):
1 O -6.5338 0.9902 -0.6077  -0.559
2 C -5.7932 1.0016 0.5346  0.825
3 N -4.7951 0.9969 1.5158  -0.850
4 P -3.1997 0.9432 0.6496  0.547
5 P -1.4154 0.9280 -0.6213  0.702
6 O -1.4277 2.4316 -1.5654  -0.948
7 Cl -1.6927 -0.6862 -1.9821  -0.335
8 H -3.7668 1.9263 -0.2797  -0.041
9 H -3.3914 -0.4689 0.3362  0.014
10 H -2.4849 1.4450 1.8018  0.141
11 H -2.3199 2.3678 -2.0538  0.470
12 C -6.2748 6.3436 -0.3603  -0.830
13 S -5.5544 5.7062 1.1716  1.236
14 O -4.4623 4.7508 0.7932  -0.980
15 C -6.9925 4.7228 1.6596  -0.831
16 H -5.5288 6.9652 -0.8623  0.241
17 H -6.5549 5.5150 -1.0151  0.234
18 H -7.1522 6.9510 -0.1269  0.226
19 H -7.2284 3.9937 0.8811  0.236
20 H -7.8465 5.3827 1.8276  0.225
21 H -6.7559 4.1965 2.5877  0.244
22 C 2.7219 -1.7588 -2.4111  -0.831
23 S 1.5200 -2.9614 -1.7937  1.235
24 O 0.6849 -2.2724 -0.7560  -0.984
25 C 2.7216 -3.9977 -0.9247  -0.834
26 H 2.1847 -0.9829 -2.9627  0.239
27 H 3.2581 -1.3028 -1.5754  0.227
28 H 3.4257 -2.2565 -3.0821  0.246
29 H 3.2577 -3.4046 -0.1802  0.227
30 H 3.4253 -4.4229 -1.6438  0.241
31 H 2.1854 -4.8075 -0.4236  0.229
32 C 0.2102 2.6969 4.5183  -0.826
33 S 0.3378 1.8483 2.9260  1.267
34 O -0.9864 1.1996 2.6531  -1.006
35 C 1.4701 0.5561 3.4928  -0.825
36 H -0.4872 3.5319 4.4117  0.245
37 H -0.1636 2.0087 5.2802  0.231
38 H 1.1910 3.0810 4.8078  0.230
39 H 1.0191 -0.0008 4.3173  0.231
40 H 2.4100 1.0095 3.8153  0.229
41 H 1.6656 -0.1252 2.6609  0.256
42 C 7.9551 -4.7718 -3.3443  -0.828
43 S 6.1602 -4.9959 -3.3530  1.242
44 O 5.5537 -3.8061 -2.6708  -0.990
45 C 6.1372 -6.3688 -2.1751  -0.830
46 H 8.2028 -3.9279 -3.9935  0.244
47 H 8.3009 -4.5610 -2.3294  0.232
48 H 8.4382 -5.6741 -3.7258  0.230
49 H 6.5942 -6.0600 -1.2321  0.232
50 H 6.6791 -7.2193 -2.5945  0.231
51 H 5.0983 -6.6566 -1.9958  0.241

As for the HOMO-LUMO gap: 7.78 eV. The value obtained for the HOMO energy is -7.255 eV. For the strongest force on any atom, the calculation gives 0.205 hartree/bohr. Its net charge is 0.

---

(2)
Entry from the Open Molecules 2025 dataset: one molecule with the formula C15H31NO6P2S at a distorted geometry (wB97M-V/def2-TZVPD).

Each line ends with the natural charge from an NBO analysis.
Cartesian coordinates (Å):
1 C 2.8588 2.5945 1.7981  -0.624
2 C 2.8696 1.0513 1.7733  -0.083
3 O 2.7278 0.6756 0.3898  -0.797
4 P 2.6413 -0.9241 0.1253  2.366
5 O 3.9909 -1.4661 -0.0155  -1.113
6 C 1.6955 -1.8421 1.3982  -0.850
7 C 0.3468 -2.4845 0.9107  -0.402
8 C -0.8756 -2.0524 1.7996  -0.410
9 C -1.9251 -1.2033 1.0471  -0.374
10 C -3.0816 -1.0333 2.1095  0.745
11 O -3.2391 -1.6074 3.1043  -0.480
12 N -3.8771 0.0541 1.6040  -0.709
13 C -2.8985 1.0814 1.3266  -0.321
14 P -2.5430 1.8174 3.0503  0.822
15 S -4.2216 2.3425 3.8823  -0.605
16 C -1.5978 0.3025 0.7616  0.270
17 O -0.5730 0.8365 1.6035  -0.746
18 C -1.5631 0.7382 -0.7524  -0.432
19 C -0.3733 1.7009 -0.9763  -0.408
20 C -0.1910 2.0363 -2.4752  -0.057
21 O -0.2884 0.8508 -3.2379  -0.556
22 C -0.5737 1.1032 -4.6023  -0.249
23 O 1.8892 -1.0505 -1.3053  -0.822
24 C 2.2232 -2.2790 -1.9992  -0.067
25 C 1.1247 -2.4676 -3.0787  -0.651
26 H 2.0415 2.8865 1.1189  0.216
27 H 2.5863 2.9892 2.7814  0.219
28 H 3.7711 3.0274 1.3809  0.221
29 H 3.8382 0.7005 2.1520  0.202
30 H 2.0323 0.7372 2.4074  0.170
31 H 1.4863 -1.2723 2.3094  0.243
32 H 2.3455 -2.6687 1.7035  0.279
33 H 0.0746 -2.2408 -0.1217  0.216
34 H 0.4482 -3.5709 1.0033  0.219
35 H -1.3765 -2.9682 2.1320  0.235
36 H -0.5701 -1.5127 2.7027  0.215
37 H -2.2414 -1.5675 0.0630  0.238
38 H -4.5005 -0.2298 0.8573  0.400
39 H -3.2209 1.9649 0.7724  0.244
40 H -1.9543 0.7962 3.8382  -0.011
41 H -1.6446 2.9000 2.8987  -0.009
42 H 0.2502 0.3868 1.3585  0.477
43 H -2.5052 1.1784 -1.0899  0.208
44 H -1.3246 -0.1679 -1.3264  0.221
45 H 0.5298 1.1506 -0.6881  0.211
46 H -0.4171 2.6085 -0.3647  0.213
47 H 0.8204 2.4588 -2.6064  0.177
48 H -0.9500 2.7954 -2.7264  0.161
49 H -1.2946 0.3566 -4.9617  0.187
50 H -1.0604 2.0803 -4.7483  0.172
51 H 0.3322 1.0877 -5.2273  0.177
52 H 3.1554 -2.1015 -2.5425  0.203
53 H 2.2917 -3.1278 -1.3136  0.187
54 H 0.4000 -3.2446 -2.8039  0.204
55 H 1.5586 -2.6751 -4.0606  0.216
56 H 0.5518 -1.5320 -3.1393  0.245

As for the HOMO-LUMO gap: 8.51 eV. The value obtained for the HOMO energy is -8.147 eV. For the strongest force on any atom, the calculation gives 0.093 hartree/bohr. The structure (SMILES) is CCOP(=O)(CCC[C@H]1C(=O)N[C@@H]([PH2]=S)[C@]1(O)CCCOC)OCC. Its net charge is 0.

---

(3)
Entry from the Open Molecules 2025 dataset: a 2-piece molecular cluster, C5H10NOS overall at a distorted geometry (wB97M-V/def2-TZVPD).

Each line ends with the natural charge from an NBO analysis.
Cartesian coordinates (Å):
1 C 2.1986 1.4913 -1.1176  -0.657
2 C 0.5868 -1.0298 2.0104  -0.715
3 S -0.4985 -2.5101 2.2945  -0.592
4 C 0.9668 1.3084 -0.4787  0.406
5 N -1.8013 0.0267 -1.5397  -0.149
6 C -0.3564 0.6792 -1.1969  -0.301
7 C -2.0039 -1.0079 -0.5186  -0.546
8 O 0.7313 1.8430 0.6114  -0.696
9 H 2.5686 0.9968 -2.0023  0.183
10 H 2.8977 2.1236 -0.5466  0.210
11 H 0.2643 -0.5212 1.0421  0.170
12 H 1.6488 -1.3030 1.9054  0.188
13 H -0.2827 1.1828 -2.1220  0.213
14 H 0.4903 -0.3286 2.8188  0.194
15 H -1.1377 0.9844 -0.4678  0.347
16 H -2.3345 -0.6202 0.4740  0.264
17 H -1.0906 -1.6331 -0.3028  0.257
18 H -2.8476 -1.6821 -0.8637  0.224

As for the HOMO-LUMO gap: 3.37 eV. The value obtained for the HOMO energy is -2.969 eV. For the strongest force on any atom, the calculation gives 0.096 hartree/bohr. Its net charge is -1.

---

(4)
Entry from the Open Molecules 2025 dataset: an isolated ion of composition C4H14N3OSi and charge +1 at a distorted geometry (wB97M-V/def2-TZVPD).

Each line ends with the natural charge from an NBO analysis.
Cartesian coordinates (Å):
1 C -0.6941 -0.1784 1.6962  0.421
2 C -1.1495 0.8646 -1.9089  -1.151
3 C 1.6924 1.5228 -0.4664  -1.148
4 C 1.0713 -1.5139 -1.6574  -1.149
5 N -1.6642 0.7725 1.5089  -0.729
6 N -0.6396 -0.5521 2.9755  -0.139
7 N 0.0656 -1.5686 3.5136  -0.526
8 O 0.0385 -0.5564 0.7747  -0.741
9 Si 0.5048 0.2314 -1.1960  1.797
10 H -1.5130 1.8244 -1.5778  0.251
11 H -0.8381 0.9875 -2.8796  0.249
12 H -2.0674 0.1600 -1.9263  0.281
13 H 2.4027 2.0702 -1.2463  0.274
14 H 1.0051 2.3295 -0.2693  0.241
15 H 2.0963 1.2524 0.5078  0.270
16 H 1.7180 -1.8601 -0.9127  0.270
17 H 0.2137 -2.1984 -1.4658  0.273
18 H 1.1122 -1.7230 -2.7172  0.272
19 H -2.1482 1.1919 2.2381  0.373
20 H -1.7061 1.3033 0.6851  0.402
21 H -1.1214 0.1533 3.4913  0.351
22 H 1.0752 -1.4394 3.7722  0.436
23 H -0.4430 -2.4064 3.9396  0.424

As for the HOMO-LUMO gap (spin up / spin down): 4.93 / 6.02 eV. The value obtained for the HOMO energy (spin up / spin down) is -7.655 / -13.762 eV. For the strongest force on any atom, the calculation gives 0.111 hartree/bohr. As for the spin multiplicity: 3. Its net charge is +1.

---

(5)
Entry from the Open Molecules 2025 dataset: C13H25Cl3O2SiW as an isolated structure at a distorted geometry (wB97M-V/def2-TZVPD).

Each line ends with the Löwdin charge.
Cartesian coordinates (Å):
1 C -1.0216 0.7928 -2.3306  -0.330
2 C -1.1959 -0.6421 -2.7422  -0.431
3 C 0.1181 -1.2971 -2.6613  -0.446
4 C -2.4758 -1.2113 -3.1019  -0.130
5 C 1.0922 -0.2794 -2.1149  -0.320
6 C 0.3854 1.0065 -2.0100  -0.236
7 C 0.9661 2.2802 -1.6699  -0.065
8 C -1.9837 1.8426 -2.4062  -0.130
9 C 0.4161 -2.6921 -2.8329  -0.147
10 C 2.5092 -0.4178 -1.9167  -0.161
11 W -0.7450 -1.2741 -0.7283  0.687
12 Cl -1.8103 -3.1406 -0.3882  0.022
13 Cl -1.7644 0.6108 0.4022  0.102
14 Cl 1.3290 -1.4166 0.4839  0.115
15 H -3.3741 -0.6211 -2.7327  0.099
16 H -2.6545 -2.2560 -2.7324  0.039
17 H -2.5108 -1.2346 -4.2052  0.077
18 H -0.4159 -3.4000 -2.5701  0.043
19 H 1.3029 -3.0937 -2.2413  0.099
20 H 0.6378 -2.8490 -3.9083  0.080
21 H 2.8350 -1.4363 -1.7227  0.043
22 H 2.9162 0.2113 -1.1020  0.084
23 H 3.0753 -0.0903 -2.8324  0.101
24 H 1.7183 2.2446 -0.8679  0.081
25 H 0.2321 3.0281 -1.3292  0.077
26 H 1.4702 2.7763 -2.5300  0.088
27 H -3.0231 1.5290 -2.3083  0.066
28 H -1.9109 2.3754 -3.3801  0.095
29 H -1.8255 2.6569 -1.6428  0.084
30 O 1.0144 2.4094 2.0097  -0.572
31 H 1.1004 1.3573 1.8951  -0.108
32 C 1.5210 -0.8231 5.4279  -0.225
33 Si 0.5619 0.3918 4.3051  0.215
34 C -0.9626 -0.6390 3.6551  -0.213
35 C -0.0771 1.8574 5.3513  -0.198
36 O 1.8103 0.6979 3.3657  -0.478
37 H 1.0615 -0.8711 6.4259  -0.021
38 H 2.5365 -0.4517 5.4779  -0.009
39 H 1.5370 -1.8089 4.9588  -0.004
40 H -1.5458 -1.1022 4.4584  -0.007
41 H -1.6608 -0.0277 3.0689  -0.047
42 H -0.6140 -1.4499 3.0009  -0.014
43 H 0.6670 2.6428 5.3541  0.004
44 H -1.0213 2.2722 4.9759  0.003
45 H -0.2322 1.5140 6.3872  -0.009

As for the HOMO-LUMO gap (spin up / spin down): 2.55 / 2.28 eV. The value obtained for the HOMO energy (spin up / spin down) is 1.821 / 2.097 eV. For the strongest force on any atom, the calculation gives 0.136 hartree/bohr. As for the spin multiplicity: 3. Its net charge is -2.

---

(6)
Entry from the Open Molecules 2025 dataset: C24H9BrCl4CsF5N2O4S as an isolated structure (wB97M-V/def2-TZVPD).

Each line ends with the natural charge from an NBO analysis.
Cartesian coordinates (Å):
1 Cs -0.8408 0.6655 1.6829  0.953
2 Br 6.7311 -1.5475 -1.4798  -0.002
3 C 4.9424 -0.8872 -1.4742  -0.085
4 C 4.3714 -0.5093 -2.6748  -0.262
5 C 3.0702 -0.0259 -2.6676  -0.267
6 C 2.3594 0.0663 -1.4729  0.188
7 C 2.9398 -0.3492 -0.2762  -0.199
8 C 4.2438 -0.8148 -0.2775  -0.221
9 N 1.0313 0.5396 -1.4507  -0.364
10 C 0.7653 1.6085 -2.0640  0.091
11 C -0.6065 2.1677 -2.1374  0.147
12 C -0.8897 3.1432 -3.0881  -0.243
13 C -2.1747 3.6562 -3.1522  -0.180
14 C -3.1232 3.1913 -2.2572  -0.261
15 C -2.7429 2.2254 -1.3303  0.054
16 N -1.5180 1.7210 -1.2762  -0.405
17 H 4.9261 -0.5951 -3.5992  0.211
18 H 2.5928 0.2522 -3.5997  0.203
19 H 2.3625 -0.3066 0.6534  0.307
20 H 4.7027 -1.1272 0.6505  0.238
21 H 1.5414 2.1850 -2.5842  0.150
22 H -0.1106 3.4878 -3.7566  0.209
23 H -2.4273 4.4131 -3.8847  0.204
24 H -4.1373 3.5671 -2.2625  0.213
25 H -3.4453 1.8327 -0.6007  0.235
26 Cl 4.4333 2.5722 6.2661  -0.049
27 C 3.6012 1.5644 5.1079  -0.119
28 C 3.5289 0.2047 5.2968  -0.133
29 Cl 4.2671 -0.5443 6.6893  -0.048
30 C 2.8379 -0.5721 4.3500  -0.175
31 Cl 2.7610 -2.3097 4.5596  -0.062
32 C 2.1919 -0.0563 3.2138  0.256
33 O 1.5720 -0.8150 2.3823  -0.840
34 C 2.2901 1.4012 2.9902  0.357
35 O 1.8054 1.9644 1.9533  -0.842
36 C 2.9937 2.1295 3.9748  -0.218
37 Cl 3.1219 3.8576 3.7123  -0.067
38 F -4.4299 -5.0952 -2.8624  -0.302
39 C -4.3914 -4.1994 -1.8660  0.229
40 C -4.0993 -2.8756 -2.1161  0.306
41 F -3.8577 -2.4833 -3.3735  -0.306
42 C -4.0577 -1.9466 -1.0864  0.303
43 F -3.7715 -0.6899 -1.4380  -0.295
44 C -4.3074 -2.2981 0.2394  -0.338
45 S -4.2789 -1.2796 1.6719  0.675
46 C -4.6067 -3.6487 0.4473  0.317
47 F -4.8647 -4.0627 1.6991  -0.305
48 C -4.6509 -4.5844 -0.5608  0.261
49 F -4.9429 -5.8635 -0.2902  -0.301
50 O -3.8595 0.1735 1.0659  -0.561
51 O -3.8501 0.8968 2.3530  -0.658

As for the HOMO-LUMO gap: 4.12 eV. The value obtained for the HOMO energy is -0.577 eV. For the strongest force on any atom, the calculation gives 0.010 hartree/bohr. Its net charge is -2.

---

| no. | molar mass (g mol⁻¹) |
| --- | --- |
| 1 | 471.99 |
| 2 | 415.43 |
| 3 | 132.21 |
| 4 | 148.26 |
| 5 | 531.63 |
| 6 | 871.02 |